Molecular formula: C4H8FN
Method: DFT, ωB97M-V with the def2-TZVPD basis set

Properties
HOMO level ... -8.67 eV
Gap between HOMO and LUMO ... 9.37 eV
Calculated total energy ... -311.72387 Eh

CARTESIAN COORDINATES (ANGSTROEM)
F  1.521406  -0.798299  -1.232577
N  -0.928977  -1.704071  0.401512
C  0.731305  1.685575  0.612583
C  -0.399675  -0.546398  0.960574
C  -1.611988  -1.507243  -0.666688
C  -0.312902  0.603699  0.353012
H  -1.851002  -2.324685  -1.219625
H  2.395411  -1.101604  -1.380375
H  1.745542  1.462674  1.133126
H  -0.680502  0.834068  -0.571998
H  0.251282  2.617964  1.237968
H  0.843219  1.998946  -0.357374
H  -1.991004  -0.530805  -1.078082
H  0.287885  -0.689821  1.807944

Forces on the atoms, in the same order (eV/Å):
F 0.8 -0.3 -0.3
N -1.1 0.2 -1.7
C -1.0 1.2 4.5
C 1.4 -0.3 1.4
C 0.2 1.6 1.8
C 2.5 1.5 1.9
H -0.9 -2.4 -1.5
H -0.7 0.2 0.1
H -1.9 -0.1 -1.0
H -1.6 0.0 -2.1
H 1.1 -2.1 -1.5
H 1.2 1.4 -2.1
H 0.6 -0.8 0.6
H -0.7 -0.2 -0.1

Let us look at the Löwdin charges, expressed in e, one per atom: -0.05 0.01 -0.11 -0.23 -0.05 -0.20 0.03 0.11 0.10 0.05 0.12 0.01 0.10 0.11